# 1
{"formula": "C23H38O", "method": "the ωB97M-V functional and the def2-TZVPD basis", "lumo_ev": 0.7, "homo_ev": -8.4, "smiles": "CC(=O)CC/C=C(\\C)CC/C=C(\\C)CC/C=C(\\C)CCC=C(C)C", "de_lowest_kj_mol": 32.8, "orbital_gap_ev": 9.14, "species": ["C", "C", "O", "C", "C", "C", "C", "C", "C", "C", "C", "C", "C", "C", "C", "C", "C", "C", "C", "C", "C", "C", "C", "C", "H", "H", "H", "H", "H", "H", "H", "H", "H", "H", "H", "H", "H", "H", "H", "H", "H", "H", "H", "H", "H", "H", "H", "H", "H", "H", "H", "H", "H", "H", "H", "H", "H", "H", "H", "H", "H", "H"], "positions_angstrom": [[8.626, 3.093, -0.558], [8.165, 2.582, -1.900], [8.917, 2.102, -2.709], [6.676, 2.691, -2.140], [5.991, 1.390, -1.674], [4.518, 1.458, -1.931], [3.575, 1.672, -1.020], [3.873, 1.849, 0.444], [2.123, 1.702, -1.400], [1.398, 0.421, -0.944], [-0.048, 0.470, -1.330], [-1.052, 0.962, -0.611], [-0.914, 1.551, 0.759], [-2.457, 0.938, -1.155], [-3.158, -0.403, -0.865], [-3.426, -0.597, 0.593], [-2.810, -1.452, 1.401], [-1.718, -2.377, 0.937], [-3.205, -1.568, 2.846], [-4.179, -2.745, 3.056], [-5.495, -2.453, 2.405], [-5.938, -2.887, 1.232], [-7.271, -2.449, 0.697], [-5.202, -3.822, 0.320], [7.989, 2.705, 0.234], [9.659, 2.810, -0.377], [8.549, 4.179, -0.551], [6.256, 3.537, -1.595], [6.492, 2.820, -3.207], [6.192, 1.228, -0.615], [6.421, 0.556, -2.234], [4.233, 1.350, -2.969], [4.220, 0.915, 0.885], [2.982, 2.167, 0.979], [4.645, 2.601, 0.597], [2.019, 1.797, -2.482], [1.634, 2.562, -0.936], [1.876, -0.437, -1.423], [1.512, 0.306, 0.135], [-0.264, 0.095, -2.323], [0.070, 1.382, 1.184], [-1.087, 2.628, 0.714], [-1.662, 1.120, 1.422], [-3.040, 1.747, -0.712], [-2.435, 1.085, -2.237], [-4.114, -0.410, -1.399], [-2.541, -1.212, -1.257], [-4.198, 0.045, 1.000], [-2.067, -3.024, 0.133], [-1.373, -3.005, 1.754], [-0.871, -1.805, 0.560], [-3.693, -0.649, 3.178], [-2.317, -1.725, 3.463], [-4.334, -2.882, 4.129], [-3.730, -3.656, 2.661], [-6.116, -1.763, 2.963], [-7.146, -1.988, -0.283], [-7.933, -3.306, 0.576], [-7.749, -1.733, 1.360], [-4.358, -4.295, 0.810], [-4.831, -3.272, -0.545], [-5.876, -4.598, -0.042]]}

***

# 2
{"formula": "C23H39F2IN5O2ReS2", "method": "the ωB97M-V functional and the def2-TZVPD basis", "lumo_ev": [-10.2, -11.1], "homo_ev": [-16.6, -16.7], "charge": 3, "multiplicity": 4, "orbital_gap_ev": [6.50, 5.56], "species": ["Re", "C", "C", "C", "C", "N", "C", "S", "N", "C", "C", "C", "C", "H", "H", "H", "H", "H", "H", "H", "H", "H", "H", "H", "H", "H", "H", "H", "H", "H", "H", "H", "H", "N", "C", "O", "C", "I", "H", "H", "H", "H", "C", "C", "C", "N", "C", "S", "N", "C", "O", "C", "C", "C", "C", "C", "C", "H", "H", "H", "H", "H", "H", "H", "H", "H", "H", "H", "H", "H", "H", "F", "C", "F", "H"], "positions_angstrom": [[-1.051, -0.126, 0.650], [-2.291, 1.231, -1.857], [-3.620, 1.027, -2.580], [-3.721, -0.225, -3.455], [-4.131, -1.493, -2.718], [-3.239, -1.788, -1.585], [-1.988, -2.227, -1.689], [-1.015, -2.301, -0.205], [-1.476, -2.621, -2.823], [-0.107, -3.138, -3.075], [0.849, -2.053, -3.545], [0.359, -1.272, -4.764], [0.086, -2.142, -5.986], [-2.183, 2.244, -1.471], [-1.433, 0.992, -2.481], [-2.232, 0.566, -0.939], [-3.726, 1.899, -3.229], [-4.460, 1.085, -1.882], [-2.775, -0.374, -3.986], [-4.470, -0.060, -4.232], [-4.177, -2.354, -3.390], [-5.129, -1.391, -2.295], [-3.636, -1.793, -0.659], [-2.095, -2.625, -3.626], [-0.232, -3.912, -3.830], [0.243, -3.630, -2.170], [1.792, -2.553, -3.781], [1.060, -1.374, -2.716], [1.111, -0.521, -5.009], [-0.543, -0.705, -4.500], [0.965, -2.731, -6.250], [-0.169, -1.530, -6.849], [-0.744, -2.838, -5.833], [-2.893, 1.636, 3.148], [-2.294, 2.313, 2.198], [-1.487, 1.748, 1.371], [-2.534, 3.770, 2.069], [-1.184, 4.745, 3.412], [-2.646, 0.677, 3.354], [-3.499, 2.111, 3.805], [-3.544, 4.047, 2.359], [-2.310, 4.107, 1.063], [2.099, -3.666, 1.870], [2.536, -3.627, 3.327], [1.665, -2.729, 4.192], [1.858, -1.302, 3.855], [1.086, -0.490, 3.214], [-0.513, -1.083, 2.696], [1.440, 0.790, 2.966], [2.762, 1.312, 3.191], [3.566, 0.602, 3.745], [3.027, 2.674, 2.710], [4.303, 3.180, 2.967], [4.644, 4.448, 2.530], [3.718, 5.215, 1.836], [2.443, 4.721, 1.582], [2.096, 3.455, 2.017], [2.733, -4.343, 1.300], [2.173, -2.682, 1.398], [1.069, -4.021, 1.781], [3.578, -3.309, 3.412], [2.491, -4.626, 3.764], [1.929, -2.814, 5.245], [0.608, -2.973, 4.096], [2.750, -0.861, 4.131], [0.720, 1.429, 2.667], [5.014, 2.572, 3.509], [5.631, 4.839, 2.731], [3.987, 6.206, 1.496], [1.723, 5.331, 1.052], [1.082, 3.118, 1.825], [0.656, 0.600, -1.450], [0.818, 0.512, -0.116], [1.765, -0.397, 0.158], [1.108, 1.492, 0.281]]}

***

# 3
{"formula": "C23H39N8O8P2Se2SiW", "method": "the ωB97M-V functional and the def2-TZVPD basis", "lumo_ev": [-4.9, -4.7], "homo_ev": [-10.1, -10.6], "charge": 1, "multiplicity": 3, "orbital_gap_ev": [5.26, 5.91], "species": ["W", "O", "C", "C", "C", "N", "C", "C", "C", "O", "O", "C", "O", "O", "H", "H", "H", "C", "N", "C", "P", "O", "O", "P", "O", "N", "C", "C", "N", "C", "C", "N", "C", "C", "H", "H", "H", "H", "H", "H", "H", "H", "H", "H", "H", "H", "H", "H", "H", "H", "H", "H", "H", "H", "H", "H", "H", "H", "Se", "N", "C", "C", "C", "C", "N", "C", "N", "H", "H", "H", "C", "Si", "C", "C", "Se", "H", "H", "H", "H", "H", "H", "H", "H", "H"], "positions_angstrom": [[0.046, -0.251, -0.527], [0.919, -4.997, -4.492], [0.723, -3.932, -3.705], [1.439, -2.737, -3.853], [1.187, -1.729, -2.958], [0.297, -1.880, -1.995], [-0.403, -2.991, -1.847], [-0.229, -4.060, -2.689], [-1.289, -2.886, -0.624], [-1.890, -3.798, -0.128], [-1.233, -1.661, -0.128], [1.878, -0.385, -2.853], [2.651, 0.025, -3.670], [1.533, 0.234, -1.734], [1.584, -4.822, -5.170], [2.178, -2.604, -4.634], [-0.801, -4.971, -2.572], [2.243, 2.872, 2.358], [1.406, 2.956, 1.172], [2.134, 2.979, -0.088], [-0.175, 2.523, 1.258], [-0.475, 1.538, 0.013], [-0.579, 1.991, 2.576], [0.232, -1.079, 2.392], [0.788, -0.093, 1.323], [0.997, -0.998, 3.826], [2.383, -1.460, 3.949], [0.666, 0.078, 4.773], [-1.332, -0.967, 2.778], [-2.429, -0.298, 2.083], [-1.829, -2.023, 3.677], [-0.992, 3.869, 0.723], [-2.417, 3.655, 0.452], [-0.757, 5.093, 1.494], [2.896, 3.745, 2.415], [2.873, 1.973, 2.339], [1.618, 2.845, 3.247], [2.718, 3.900, -0.166], [1.447, 2.951, -0.930], [2.820, 2.131, -0.159], [2.574, -2.289, 3.274], [2.545, -1.812, 4.968], [3.093, -0.656, 3.742], [-0.303, 0.505, 4.535], [1.410, 0.874, 4.725], [0.650, -0.337, 5.782], [-3.135, -1.041, 1.713], [-2.091, 0.309, 1.253], [-2.932, 0.367, 2.786], [-1.006, -2.521, 4.184], [-2.403, -2.761, 3.112], [-2.474, -1.572, 4.432], [-2.549, 2.764, -0.160], [-2.805, 4.511, -0.104], [-3.002, 3.547, 1.372], [0.308, 5.205, 1.687], [-1.292, 5.088, 2.450], [-1.094, 5.948, 0.907], [-0.085, -5.055, 2.352], [1.210, -5.223, 1.259], [1.855, -4.244, 0.672], [2.967, -4.507, -0.183], [3.593, -3.466, -0.780], [3.052, -2.158, -0.630], [2.001, -1.855, 0.076], [1.459, -2.863, 0.883], [0.607, -2.626, 1.839], [3.309, -5.527, -0.301], [4.480, -3.615, -1.380], [3.520, -1.317, -1.135], [-1.633, 3.643, -3.065], [-2.479, 2.069, -3.536], [-2.167, 1.498, -5.256], [-4.221, 1.995, -2.946], [-1.408, 0.413, -2.299], [-2.241, 4.517, -3.317], [-0.674, 3.738, -3.578], [-1.442, 3.650, -1.992], [-2.587, 2.193, -5.988], [-2.605, 0.511, -5.413], [-1.091, 1.422, -5.418], [-4.825, 2.784, -3.404], [-4.245, 2.124, -1.863], [-4.672, 1.030, -3.181]]}

***

E? In order: -974.36605; -2695.23569; -7782.00199 hartree.
Molar mass? In order: 330.556; 832.839; 987.407 g/mol.